[1]
{
  "formula": "C5H15N2S",
  "method": "the ωB97M-V functional and the def2-TZVPD basis",
  "species": ["C", "C", "N", "N", "C", "C", "C", "S", "H", "H", "H", "H", "H", "H", "H", "H", "H", "H", "H", "H", "H", "H", "H"],
  "coordinates": [[-0.05362, -2.25597, -1.05127], [-0.40931, -1.18604, 0.02112], [-1.66032, -0.75736, 0.05141], [0.70162, 0.04836, -0.29374], [2.07128, -0.23205, 0.26243], [0.12558, 1.35649, -0.04802], [0.26288, 1.81840, 1.42401], [0.73081, 2.36885, -1.41748], [-0.56790, -2.06181, -2.04726], [-0.58134, -3.22078, -0.70756], [1.00849, -2.40745, -1.30139], [-0.12835, -1.46548, 1.10760], [-2.25652, -0.39986, 0.77494], [-2.23789, -0.57042, -0.77028], [0.88563, 0.02075, -1.28835], [2.00270, -0.45177, 1.22179], [2.74028, -0.96111, -0.21722], [2.71593, 0.65997, 0.26756], [-0.93348, 1.17189, -0.10280], [1.12110, 2.35600, 1.70231], [-0.56038, 2.36579, 1.80452], [0.17961, 0.91007, 2.15309], [2.02820, 2.20470, -0.77346]],
  "nbo_charge": [-0.67, 0.16, -0.83, -0.43, -0.43, -0.20, -0.64, 0.04, 0.24, 0.27, 0.24, 0.22, 0.42, 0.40, 0.44, 0.21, 0.25, 0.23, 0.25, 0.24, 0.25, 0.21, 0.13],
  "lumo_energy_ev": -2.84,
  "e_homo_ev": -13.47,
  "e_above_lowest_kj_mol": 210.98,
  "charge": 1,
  "smiles": "C[C@H](N)[N@H+](C)[C@@H](C)S"
}


[2]
{
  "formula": "C5H15N2S",
  "method": "the ωB97M-V functional and the def2-TZVPD basis",
  "species": ["C", "C", "N", "C", "N", "C", "C", "S", "H", "H", "H", "H", "H", "H", "H", "H", "H", "H", "H", "H", "H", "H", "H"],
  "coordinates": [[-0.44852, -2.97198, 0.35286], [-0.63926, -1.51850, 0.06076], [-0.20629, -1.07468, -1.27032], [0.17156, -0.66118, 1.15540], [0.77271, 0.46308, 0.46112], [0.06238, 1.80158, 0.68009], [-0.14327, 2.53315, -0.63452], [1.42038, 3.03389, -1.41739], [0.57888, -3.31308, 0.19865], [-0.77555, -3.22097, 1.36630], [-1.03968, -3.69715, -0.21822], [-1.67848, -1.20974, 0.18674], [-0.96005, -1.04699, -1.94632], [0.54179, -1.68334, -1.59215], [-0.41534, -0.43741, 2.03935], [0.93528, -1.35533, 1.51608], [1.76320, 0.60443, 0.57710], [0.56282, 0.18058, -0.59317], [0.76150, 2.32896, 1.32649], [-0.90341, 1.64104, 1.14985], [-0.75441, 3.41373, -0.46059], [-0.70311, 1.85992, -1.28688], [1.09688, 4.32998, -1.65123]],
  "nbo_charge": [-0.65, -0.06, -0.84, -0.25, -0.57, -0.22, -0.55, -0.05, 0.22, 0.24, 0.25, 0.21, 0.41, 0.39, 0.24, 0.23, 0.44, 0.46, 0.23, 0.23, 0.26, 0.22, 0.17],
  "lumo_energy_ev": -2.72,
  "e_homo_ev": -12.82,
  "e_above_lowest_kj_mol": 54.84,
  "charge": 1,
  "smiles": "C[C@H](N)C[NH2+]CCS"
}


[3]
{
  "formula": "C5H15N3",
  "method": "the ωB97M-V functional and the def2-TZVPD basis",
  "species": ["C", "C", "C", "C", "N", "N", "H", "H", "H", "H", "H", "H", "H", "H", "H", "H", "C", "N", "H", "H", "H", "H", "H"],
  "coordinates": [[1.72635, -1.63319, 0.75673], [0.82175, -0.52518, 0.19331], [0.70950, -0.83860, -1.29455], [1.34305, 0.89632, 0.40932], [0.58434, 0.54076, 1.53299], [-0.50713, 0.39930, 2.36652], [1.86463, -1.59913, 1.83440], [1.31694, -2.62581, 0.57008], [2.72943, -1.58171, 0.33078], [0.29192, -1.83135, -1.47233], [1.66097, -0.80498, -1.82391], [0.11629, -0.09693, -1.81998], [2.40085, 1.02519, 0.63367], [0.88207, 1.63379, -0.24323], [-1.34588, 0.78495, 1.93680], [-0.67056, -0.56525, 2.64258], [-1.88739, 1.54398, -1.25665], [-1.76211, 0.13733, -0.40987], [-1.46015, 1.31102, -2.22848], [-2.92492, 1.83652, -1.42954], [-1.29109, 2.27557, -0.71960], [-2.34583, 0.31433, 0.40108], [-2.25302, -0.59693, -0.91012]],
  "nbo_charge": [-0.63, 0.03, -0.61, -0.19, -0.26, -0.58, 0.21, 0.20, 0.19, 0.20, 0.20, 0.20, 0.18, 0.17, 0.32, 0.36, -0.43, -0.83, 0.20, 0.19, 0.20, 0.33, 0.35],
  "lumo_energy_ev": 0.83,
  "e_homo_ev": -7.34,
  "e_above_lowest_kj_mol": 668.13,
  "smiles": "CC1(C)CN1N.CN"
}


[4]
{
  "formula": "C5H15N3",
  "method": "the ωB97M-V functional and the def2-TZVPD basis",
  "species": ["C", "C", "C", "C", "C", "N", "N", "N", "H", "H", "H", "H", "H", "H", "H", "H", "H", "H", "H", "H", "H", "H", "H"],
  "coordinates": [[2.12912, -0.27452, -0.20498], [-0.35012, 0.08938, -1.20006], [-0.01276, 0.80014, -0.06733], [-2.20667, 1.24712, 0.04092], [-2.75227, 0.15119, 0.90875], [1.73883, -1.52299, 0.42690], [2.93930, 0.55852, 0.64789], [-0.54263, -1.22774, -1.22440], [2.51158, -0.48185, -1.21018], [-0.46584, 0.62330, -2.13643], [1.56028, -1.34803, 1.41266], [3.91544, 0.26430, 0.73260], [2.44981, -2.25423, 0.38797], [2.93083, 1.52536, 0.34934], [0.00129, -1.75118, -0.52092], [-0.69445, -1.67515, -2.11352], [0.01258, 0.34587, 0.90859], [0.29021, 1.82776, -0.16162], [-2.68164, 1.34570, -0.93417], [-2.08401, 2.21570, 0.52107], [-2.63872, -0.82816, 0.42842], [-3.82082, 0.26539, 1.13878], [-2.22933, 0.10414, 1.86971]],
  "nbo_charge": [0.01, 0.14, -0.40, -0.46, -0.66, -0.90, -0.90, -0.80, 0.13, 0.20, 0.36, 0.34, 0.36, 0.36, 0.44, 0.39, 0.21, 0.22, 0.17, 0.18, 0.20, 0.21, 0.20],
  "lumo_energy_ev": [1.05, 1.04],
  "e_homo_ev": [-5.29, -5.94],
  "e_above_lowest_kj_mol": 557.25
}


[5]
{
  "formula": "C5H15N3O2Rb",
  "method": "the ωB97M-V functional and the def2-TZVPD basis",
  "species": ["Rb", "C", "O", "N", "N", "H", "H", "H", "H", "C", "C", "C", "O", "C", "N", "H", "H", "H", "H", "H", "H", "H", "H", "H", "H", "H"],
  "coordinates": [[0.24969, 3.02671, -19.34469], [-1.27250, 1.45673, -16.06717], [-0.34662, 1.86504, -16.76995], [-1.80910, 0.18523, -16.09661], [-1.92994, 2.30951, -15.21501], [-2.61242, -0.00929, -15.54217], [-1.24178, -0.42541, -16.65865], [-1.53312, 3.22266, -15.09319], [-2.64474, 2.00010, -14.58697], [4.72363, 3.29854, -22.88406], [4.04934, 2.98350, -21.54666], [3.49722, 4.20470, -20.86050], [2.98568, 3.90806, -19.57780], [3.93594, 3.48518, -18.60748], [3.04379, 1.89211, -21.65172], [4.04589, 3.82060, -23.56747], [5.14667, 2.43318, -23.38883], [5.53141, 4.02523, -22.76277], [4.83497, 2.57979, -20.89962], [2.62702, 4.50536, -21.46203], [4.14406, 5.08730, -20.88456], [4.31559, 2.47441, -18.76969], [3.49152, 3.57658, -17.62067], [4.81267, 4.13976, -18.66125], [2.99776, 1.60688, -22.62304], [3.39806, 1.09070, -21.14607]],
  "nbo_charge": [0.99, 0.79, -0.75, -0.84, -0.83, 0.41, 0.42, 0.41, 0.40, -0.63, -0.09, -0.07, -0.59, -0.26, -0.86, 0.21, 0.23, 0.23, 0.18, 0.18, 0.19, 0.17, 0.20, 0.19, 0.37, 0.37],
  "lumo_energy_ev": -2.91,
  "e_homo_ev": -12.59,
  "e_above_lowest_kj_mol": 0.00,
  "charge": 1
}


[6]
{
  "formula": "C5H15N4",
  "method": "the ωB97M-V functional and the def2-TZVPD basis",
  "species": ["C", "N", "N", "C", "C", "C", "N", "C", "N", "H", "H", "H", "H", "H", "H", "H", "H", "H", "H", "H", "H", "H", "H", "H"],
  "coordinates": [[-1.53614, -2.33357, -0.25368], [-1.71638, -0.88210, -0.20796], [-0.70480, -0.32320, 0.52922], [-0.13611, 0.85896, -0.04646], [-0.86986, 1.37837, -1.19609], [0.06173, 1.86993, 1.09157], [1.18555, 0.39550, -0.60776], [1.84131, -0.32914, 0.26387], [3.09185, -0.73565, 0.16976], [-0.52921, -2.58084, -0.75551], [-1.41923, -2.78235, 0.77382], [-2.44825, -2.65817, -0.71009], [-2.69719, -0.63983, 0.09829], [-0.95873, -0.16846, 1.52418], [-0.89453, 0.52304, -1.94756], [-0.43162, 2.17011, -1.67171], [-1.83395, 1.60091, -0.88452], [1.01181, 2.24993, 0.96624], [-0.13226, 1.39971, 2.04241], [-0.56482, 2.80114, 0.97009], [1.45081, 0.53014, -1.56768], [1.32007, -0.42074, 1.22539], [3.46533, -1.16263, 0.99972], [3.44463, -0.76106, -0.80554]],
  "nbo_charge": [-0.40, -0.48, -0.50, 0.28, -0.62, -0.63, -0.55, 0.41, -0.72, 0.19, 0.17, 0.22, 0.36, 0.36, 0.23, 0.22, 0.24, 0.22, 0.21, 0.25, 0.43, 0.23, 0.44, 0.43],
  "lumo_energy_ev": -3.11,
  "e_homo_ev": -12.63,
  "e_above_lowest_kj_mol": 131.27,
  "charge": 1,
  "smiles": "CNNC(C)(C)/[NH+]=C/N"
}